[1]
C11H15BF3O13 | ωB97M-V with the def2-TZVPD basis set

* LUMO energy: 2.67 eV
* molecular weight: 423.03 g mol⁻¹
* total charge: -1
* HOMO: -1.84 eV
* gap between HOMO and LUMO: 0.166 Ha
* energy: -47095.1765 eV

Geometry as XYZ:
```
43
C11H15BF3O13 ωB97M-V with the def2-TZVPD basis set
O 3.00 -2.49 0.17
O 1.97 -1.50 0.19
C 2.12 -0.59 -0.94
C 0.75 -0.19 -1.50
B -0.29 -1.26 -1.10
O -1.49 -0.87 -0.46
O -0.19 -2.66 -1.27
H 2.82 -2.98 -0.65
H 2.63 0.28 -0.55
H 2.77 -1.03 -1.70
H 0.86 -0.24 -2.59
H -1.26 -0.37 0.33
H -0.12 -3.10 -0.42
C -4.82 -1.95 0.10
C -5.41 -3.30 0.42
O -5.01 -3.50 1.76
C -4.88 -2.27 2.34
O -4.81 -2.08 3.50
O -4.86 -1.31 1.39
F -4.89 -4.29 -0.35
H -3.79 -2.01 -0.24
H -5.40 -1.39 -0.62
H -6.50 -3.35 0.36
C 0.14 0.94 4.21
C 0.17 0.64 2.73
O -0.47 1.78 2.18
C -0.25 2.82 3.02
O -0.44 3.96 2.76
O 0.20 2.37 4.22
F -0.55 -0.47 2.43
H -0.79 0.61 4.66
H 0.98 0.52 4.75
H 1.17 0.54 2.30
C 3.79 3.31 -4.02
C 2.75 2.57 -3.20
O 3.54 2.00 -2.16
C 4.63 2.79 -1.99
O 5.36 2.76 -1.06
O 4.76 3.66 -3.03
F 2.17 1.59 -3.93
H 4.24 2.65 -4.76
H 3.39 4.19 -4.51
H 1.98 3.20 -2.75
```

Per-atom natural (NBO) charges, elementary charge units: O -0.48; O -0.32; C -0.09; C -1.16; B 1.13; O -0.98; O -0.98; H 0.45; H 0.15; H 0.14; H 0.20; H 0.49; H 0.48; C -0.15; C 0.45; O -0.50; C 0.97; O -0.57; O -0.48; F -0.33; H 0.26; H 0.20; H 0.14; C -0.13; C 0.44; O -0.48; C 0.97; O -0.57; O -0.50; F -0.33; H 0.20; H 0.20; H 0.18; C -0.13; C 0.44; O -0.47; C 0.97; O -0.57; O -0.50; F -0.31; H 0.19; H 0.20; H 0.16



[2]
CHBr3O | ωB97M-V with the def2-TZVPD basis set

* energy above the lowest of the compared OMol25 structures with the same formula, charge and spin: 2.57 kcal/mol
* LUMO energy: -0.03 eV
* molecular weight: 268.73 g mol⁻¹
* total charge: 0
* HOMO: -10.83 eV
* gap between HOMO and LUMO: 0.397 Ha
* energy: -213227.7623 eV

Geometry as XYZ:
```
6
CHBr3O ωB97M-V with the def2-TZVPD basis set
C 3.88 -0.62 -0.52
O 3.74 -0.82 -1.66
Br 4.22 -1.93 0.75
Br 0.34 1.55 -0.10
Br 3.89 1.09 0.24
H 1.70 1.53 -0.52
```

Per-atom natural (NBO) charges, elementary charge units: C 0.31; O -0.47; Br 0.10; Br -0.22; Br 0.09; H 0.18



[3]
C12H40O14 | ωB97M-V with the def2-TZVPD basis set

* energy above the lowest of the compared OMol25 structures with the same formula, charge and spin: 89.38 kcal/mol
* LUMO energy: 0.43 eV
* molecular weight: 408.44 g mol⁻¹
* total charge: 0
* HOMO: -9.41 eV
* gap between HOMO and LUMO: 0.361 Ha
* energy: -41751.8672 eV
* structure (SMILES): OCCO.OCCO.OCCO.OCCO.OCCO.OCCO.O.O

Geometry as XYZ:
```
66
C12H40O14 ωB97M-V with the def2-TZVPD basis set
O -1.82 -0.95 -1.26
C -2.97 -1.74 -0.86
C -2.38 -2.92 -0.12
O -3.34 -3.78 0.42
H -1.07 -1.48 -1.48
H -3.64 -1.13 -0.25
H -3.40 -2.18 -1.79
H -1.80 -2.43 0.62
H -1.71 -3.38 -0.84
H -3.89 -4.11 -0.31
O -0.43 0.32 4.07
C 0.99 0.47 3.91
C 1.51 -0.11 5.14
O 2.91 -0.09 5.05
H -0.66 -0.55 3.70
H 1.16 -0.28 3.07
H 1.36 1.50 3.67
H 1.11 -1.04 5.51
H 1.25 0.65 5.94
H 3.23 -0.41 5.95
O -1.71 -0.31 -4.87
C -0.57 0.09 -4.21
C -0.78 1.49 -3.49
O 0.46 2.13 -3.24
H -1.69 -1.19 -5.27
H -0.30 -0.66 -3.49
H 0.30 0.06 -4.90
H -1.26 1.37 -2.60
H -1.31 2.17 -4.18
H 1.10 1.78 -2.64
O 4.15 -0.91 -1.84
C 3.48 -1.12 -3.00
C 3.76 -0.01 -3.97
O 3.12 -0.17 -5.19
H 4.01 -1.66 -1.25
H 3.85 -2.08 -3.35
H 2.48 -1.19 -2.66
H 4.85 -0.13 -4.25
H 3.64 1.03 -3.62
H 2.81 0.74 -5.35
O -4.92 2.40 3.48
C -4.84 2.00 2.11
C -3.51 1.32 1.79
O -3.46 0.14 2.62
H -5.80 2.66 3.61
H -5.69 1.35 1.90
H -4.93 2.92 1.51
H -2.58 1.81 2.02
H -3.50 1.08 0.69
H -3.58 0.47 3.48
O 1.72 0.87 -1.16
C 1.44 1.75 0.01
C 0.07 1.36 0.41
O 0.18 -0.05 0.56
H 1.72 0.01 -0.78
H 2.10 1.50 0.79
H 1.39 2.81 -0.42
H -0.57 1.60 -0.49
H -0.24 1.98 1.27
H -0.70 -0.29 0.46
O 3.92 -0.25 2.11
H 3.47 0.28 2.67
H 4.83 -0.46 2.37
O 2.25 -1.98 0.51
H 2.96 -1.53 0.98
H 1.41 -1.57 0.74
```

Per-atom natural (NBO) charges, elementary charge units: O -0.75; C -0.08; C -0.08; O -0.70; H 0.47; H 0.20; H 0.16; H 0.17; H 0.14; H 0.47; O -0.73; C -0.10; C -0.08; O -0.73; H 0.48; H 0.17; H 0.19; H 0.18; H 0.15; H 0.47; O -0.74; C -0.07; C -0.06; O -0.77; H 0.48; H 0.13; H 0.16; H 0.16; H 0.18; H 0.51; O -0.72; C -0.07; C -0.08; O -0.72; H 0.48; H 0.16; H 0.15; H 0.15; H 0.18; H 0.48; O -0.73; C -0.09; C -0.10; O -0.73; H 0.47; H 0.18; H 0.16; H 0.19; H 0.18; H 0.48; O -0.76; C -0.10; C -0.11; O -0.76; H 0.49; H 0.18; H 0.20; H 0.19; H 0.18; H 0.49; O -0.96; H 0.48; H 0.49; O -1.00; H 0.50; H 0.49